Entry 1:
A structure of composition C3H4AgO4 in a non-equilibrium geometry. Source: the Open Molecules 2025 dataset; level of theory: ωB97M-V with the def2-TZVPD basis set.

```
12
Properties=species:S:1:pos:R:3
O -0.2050 -0.6133 -1.3451
C -0.0174 -1.4669 -0.3733
C 0.3145 0.6157 -0.9367
O -0.3921 -2.6357 -0.4234
O 0.4956 -0.8843 0.6797
C 0.7903 0.4422 0.3349
Ag -0.6298 -4.3051 0.5138
H 0.6355 1.2869 -1.7261
H 1.5908 0.9396 0.8834
H -1.0479 1.9977 -0.0360
O -1.1266 2.0492 1.0323
H -0.4078 2.5740 1.3966
```

Summary:
Kohn-Sham gap (alpha / beta): 10.3 / 6.4 eV
2S+1: 2
Expectation value of S²: 0.7597
Energy: -15342.06088 eV
Total charge: +2
HOMO level (alpha / beta): -19.82 / -19.81 eV
LUMO (alpha / beta): -9.546 / -13.404 eV

Entry 2:
A cluster of 2 separate species, C6H14N2O2 in total in a non-equilibrium geometry. Source: the Open Molecules 2025 dataset; level of theory: ωB97M-V with the def2-TZVPD basis set.

```
24
Properties=species:S:1:pos:R:3
C 2.7110 -0.6230 2.0058
N 1.6366 0.1850 1.4587
C 1.8970 1.4086 0.7249
C 0.6492 2.1036 0.4316
O 2.9736 1.8010 0.3875
H 3.5022 -1.0613 1.2802
H 3.2988 0.1928 2.4993
H 2.3333 -1.3869 2.7347
H 0.7243 -0.1131 1.7144
H 0.6705 2.6968 -0.5004
H -0.2445 1.5999 0.5585
H 0.7192 2.9667 1.1704
C -1.9676 0.5402 -2.3569
N -1.3719 -0.2846 -1.2352
C -2.1329 -1.3240 -0.6615
C -1.2979 -2.1363 0.2536
O -3.2115 -1.6692 -1.1522
H -2.7340 0.0632 -2.8241
H -2.3491 1.5484 -2.2241
H -1.0947 0.6476 -3.0925
H -0.6021 0.0945 -0.7950
H -0.2499 -2.1163 0.0200
H -1.4134 -2.0851 1.3273
H -1.6635 -3.2193 0.2996
```

Summary:
Structure (SMILES): CNC(C)=O.CNC(C)=O
Kohn-Sham gap: 10.3 eV
2S+1: 1
Energy: -13523.32868 eV
Total charge: 0
HOMO level: -9.76 eV
LUMO: 0.532 eV
Relative energy (zero: lowest compared OMol25 entry of this formula, charge and spin): 52.94 kcal/mol

Entry 3:
A structure of composition C36H51MoN4P. Source: the Open Molecules 2025 dataset; level of theory: ωB97M-V with the def2-TZVPD basis set.

```
93
Properties=species:S:1:pos:R:3
Mo -0.0179 -1.2413 0.8583
C 1.0655 -3.8597 2.4043
N -0.1676 -3.0124 2.3504
C -0.4391 -2.3541 3.6727
C 0.3552 -1.0892 3.8221
C 0.8424 -0.6397 5.0253
C 1.5134 0.5812 5.0765
C 1.6919 1.3147 3.9069
C 1.1806 0.8207 2.7319
N 0.5119 -0.3616 2.6831
C -1.3282 -3.8748 1.9752
C -2.4535 -2.9705 1.6075
C -3.7795 -3.2730 1.7954
C -4.7507 -2.3529 1.4075
C -4.3523 -1.1384 0.8588
C -3.0118 -0.8904 0.6952
N -2.0626 -1.7934 1.0516
C 2.1974 -3.1776 1.7153
C 3.5112 -3.5766 1.8273
C 4.4874 -2.9222 1.0855
C 4.1227 -1.8695 0.2461
C 2.7989 -1.5238 0.1687
N 1.8510 -2.1620 0.8949
H 0.8713 -4.7991 1.8855
H 1.3170 -4.1197 3.4319
H -0.2426 -3.0491 4.4886
H -1.4996 -2.1021 3.7173
H 0.6979 -1.2316 5.9217
H 1.8945 0.9532 6.0212
H 2.2171 2.2610 3.9091
H 1.2845 1.3641 1.8044
H -1.5942 -4.5586 2.7826
H -1.0480 -4.4758 1.1088
H -4.0537 -4.2200 2.2448
H -5.8030 -2.5745 1.5490
H -5.0747 -0.3880 0.5633
H -2.6717 0.0500 0.2978
H 3.7675 -4.3983 2.4860
H 5.5244 -3.2323 1.1538
H 4.8565 -1.3396 -0.3482
H 2.4654 -0.7286 -0.4793
C 3.0110 3.7441 -2.2282
C 2.5792 3.8325 -0.7660
C 1.2280 3.1250 -0.5471
C 1.0994 1.8735 -1.4550
C 2.4831 1.2927 -1.7435
C 3.2271 2.2773 -2.6626
P -0.2739 0.7790 -0.8604
C -0.7649 -0.4546 -2.1493
C 0.0006 -1.7551 -1.8821
C -0.3440 -2.8324 -2.9002
C 0.2131 -2.3645 -4.2723
C 0.4322 -0.8426 -4.3624
C -0.6704 -0.0602 -3.6456
C -1.7380 1.9006 -0.6715
C -1.8479 2.9968 -1.7679
C -2.4129 4.2993 -1.1822
C -3.6082 4.0697 -0.2548
C -3.2985 3.0604 0.8828
C -1.8941 2.4664 0.7492
H 3.9254 4.3125 -2.3759
H 2.2630 4.2271 -2.8603
H 2.4836 4.8712 -0.4546
H 3.3508 3.3903 -0.1281
H 0.4162 3.8184 -0.7691
H 1.1207 2.8585 0.5093
H 0.6835 2.1704 -2.4224
H 2.4395 0.3137 -2.2322
H 3.0400 1.2003 -0.8056
H 2.8833 2.1312 -3.6881
H 4.2869 2.0252 -2.6613
H -1.8167 -0.6460 -1.9120
H -0.2856 -2.1488 -0.8449
H 1.0806 -1.5895 -1.8763
H -1.4290 -2.9511 -2.9377
H 0.0803 -3.7982 -2.6254
H -0.4870 -2.6826 -5.0431
H 1.1505 -2.8784 -4.4802
H 0.4518 -0.5418 -5.4079
H 1.4150 -0.5702 -3.9638
H -1.6287 -0.2905 -4.1150
H -0.5297 1.0144 -3.7646
H -2.5788 1.2244 -0.8461
H -2.5061 2.6315 -2.5579
H -0.8949 3.2203 -2.2465
H -2.7046 4.9373 -2.0152
H -1.6268 4.8431 -0.6521
H -4.4635 3.7306 -0.8398
H -3.9111 5.0232 0.1684
H -4.0292 2.2434 0.8677
H -3.3964 3.5312 1.8594
H -1.7358 1.6889 1.5109
H -1.1428 3.2369 0.9305
```

Summary:
Kohn-Sham gap (alpha / beta): 5.6 / 6.1 eV
2S+1: 3
Expectation value of S²: 2.0254
Energy: -55226.06766 eV
Total charge: +4
HOMO level (alpha / beta): -19.97 / -19.97 eV
LUMO (alpha / beta): -14.364 / -13.902 eV

Entry 4:
A cluster of 12 separate species, C4H34NO12 in total in a non-equilibrium geometry. Source: the Open Molecules 2025 dataset; level of theory: ωB97M-V with the def2-TZVPD basis set.

```
51
Properties=species:S:1:pos:R:3
C -0.2657 1.3490 -0.7348
C 0.3953 0.1011 -1.2762
C 1.7223 0.3724 -1.9709
C 2.8545 0.6899 -1.0074
O 3.0040 -0.2815 0.0280
N -1.3875 0.9630 0.1909
H -0.6704 1.9627 -1.5327
H 0.4369 1.9584 -0.1697
H 0.5281 -0.6094 -0.4548
H -0.2704 -0.4290 -1.9588
H 1.6330 1.1859 -2.7013
H 1.9964 -0.4947 -2.5758
H 3.8045 0.7619 -1.5466
H 2.6847 1.6368 -0.4811
H 2.6722 -1.1900 -0.2407
H -1.0528 0.4488 1.0260
H -2.0789 0.3752 -0.2868
H -1.8021 1.8335 0.5464
H -2.0145 4.2217 1.6812
H -0.6777 3.5592 1.2627
O -1.6362 3.6528 1.0091
H 1.3778 2.2817 1.9984
H 1.6814 3.7807 1.8350
O 0.9339 3.1584 1.8380
H 2.2993 -3.3215 -0.1378
H 1.0663 -2.7025 -0.8986
O 2.0364 -2.6821 -0.8414
H -2.6101 4.3455 -2.1584
H -2.1532 3.6955 -0.7618
O -2.4358 3.5213 -1.6993
H 1.2482 -3.9983 1.6756
H 2.6710 -4.4582 2.0902
O 2.0946 -4.3708 1.3255
H -3.7617 -1.7517 -1.1158
H -3.1889 -0.5374 -1.9324
O -2.9217 -1.3053 -1.3726
H -1.4078 -2.3729 -1.1939
H -0.8462 -3.8473 -1.4017
O -0.6859 -3.0119 -0.9272
H -4.4573 1.2625 -2.9395
H -3.2169 1.9521 -2.1390
O -3.7175 1.1165 -2.3161
H 2.7170 0.5265 2.8883
H 2.3837 0.2693 1.3922
O 1.9873 0.6231 2.2628
H -0.3615 -2.2465 2.0824
H -0.5628 -3.1916 0.8983
O -0.3281 -3.2063 1.8594
H 0.5324 -0.1508 2.5180
H -0.7135 -0.4155 3.4366
O -0.3949 -0.4813 2.5359
```

Summary:
Kohn-Sham gap: 10.8 eV
2S+1: 1
Energy: -30757.60992 eV
Total charge: +1
HOMO level: -13.26 eV
LUMO: -2.478 eV
Relative energy (zero: lowest compared OMol25 entry of this formula, charge and spin): 0.00 kcal/mol

Entry 5:
A structure of composition C41H41AsN3RhS6 in a non-equilibrium geometry. Source: the Open Molecules 2025 dataset; level of theory: ωB97M-V with the def2-TZVPD basis set.

```
93
Properties=species:S:1:pos:R:3
Rh -1.4676 0.6073 0.6345
C -0.0624 3.3462 3.7329
C -0.4988 4.5712 3.2516
C -1.1609 4.6207 2.0415
C -1.4040 3.4454 1.3315
N -0.9570 2.2715 1.8026
C -0.3070 2.2254 2.9692
C -2.1572 3.3516 0.0768
C -2.7811 4.4523 -0.5120
C -3.5553 4.2919 -1.6444
C -3.6772 3.0274 -2.2101
C -3.0324 1.9324 -1.6476
C -2.2794 2.0691 -0.4837
H 0.4497 3.2606 4.6807
H -0.3331 5.4760 3.8224
H -1.5057 5.5647 1.6450
H 0.0204 1.2486 3.2925
H -2.6862 5.4366 -0.0675
H -4.0729 5.1394 -2.0756
H -4.2969 2.8834 -3.0878
H -3.1367 0.9676 -2.1211
S -7.3219 -3.6453 0.1293
C -6.0489 -2.6183 0.1904
S -5.9534 -1.2798 1.2816
C -4.3186 -0.7812 0.8748
C -3.7845 -1.3797 -0.1825
S -2.1851 -1.0931 -0.7970
S -4.7923 -2.5654 -0.9912
S -3.5263 0.3911 1.8970
C 1.6127 -2.4654 6.1366
C 0.5217 -3.2372 5.7611
C -0.1904 -2.9336 4.6065
C 0.1860 -1.8482 3.8237
C 1.2726 -1.0672 4.2140
C 1.9862 -1.3749 5.3633
As -0.6225 -1.4739 2.0728
C 0.7169 -2.5021 1.0878
C 2.0442 -2.1729 0.8632
C 2.8389 -3.0088 0.0886
C 2.2956 -4.1638 -0.4647
C 0.9795 -4.5153 -0.2045
C 0.1845 -3.6919 0.5870
C -1.1979 -3.9813 1.0218
C -1.9310 -5.1192 0.7069
C -3.1974 -5.3003 1.2448
C -3.7418 -4.3531 2.1029
C -3.0272 -3.1986 2.4001
C -1.7668 -3.0178 1.8544
H 2.1689 -2.7112 7.0325
H 0.2216 -4.0818 6.3695
H -1.0326 -3.5466 4.3148
H 1.5700 -0.2198 3.6041
H 2.8310 -0.7643 5.6587
H 2.4637 -1.2686 1.2879
H 3.8789 -2.7586 -0.0833
H 2.9098 -4.8008 -1.0900
H 0.5773 -5.4352 -0.6125
H -1.5162 -5.8713 0.0460
H -3.7690 -6.1845 0.9924
H -4.7244 -4.5067 2.5313
H -3.4550 -2.4423 3.0453
C 1.3157 -1.9038 -4.5385
C 2.2432 -0.9970 -5.3503
C 2.5843 0.3114 -4.6394
C 1.3533 1.1695 -4.3051
N 0.8692 0.9039 -2.9465
C 0.9622 1.5742 -1.8052
S 0.7573 0.6422 -0.3633
N 1.1585 2.8970 -1.6876
C 1.9655 3.8171 -2.5015
C 3.4249 3.4015 -2.6818
C 4.3189 3.5961 -1.4558
C 4.0639 2.6164 -0.3095
H 1.1576 -2.8531 -5.0487
H 0.3298 -1.4487 -4.4008
H 1.7387 -2.1167 -3.5514
H 1.7808 -0.7708 -6.3157
H 3.1743 -1.5257 -5.5610
H 3.2612 0.8932 -5.2689
H 3.1121 0.0865 -3.7077
H 0.5390 0.9432 -4.9958
H 1.5864 2.2176 -4.4082
H 0.6479 -0.0669 -2.7700
H 1.1062 3.1474 -0.7125
H 1.9178 4.7812 -1.9961
H 1.4904 3.9538 -3.4701
H 3.8288 3.9950 -3.5070
H 3.4660 2.3520 -2.9859
H 4.2196 4.6239 -1.0928
H 5.3525 3.4738 -1.7872
H 3.1121 2.7945 0.1932
H 4.8489 2.7069 0.4427
H 4.0582 1.5839 -0.6682
```

Summary:
Kohn-Sham gap: 6.2 eV
2S+1: 1
Energy: -176513.96107 eV
Total charge: 0
HOMO level: -6.19 eV
LUMO: 0.015 eV
Relative energy (zero: lowest compared OMol25 entry of this formula, charge and spin): 0.76 kcal/mol

Entry 6:
The molecule C4H6 in a non-equilibrium geometry. Source: the Open Molecules 2025 dataset; level of theory: ωB97M-V with the def2-TZVPD basis set.

```
10
Properties=species:S:1:pos:R:3
C -1.0565 1.0037 -0.0032
C -0.3505 -0.2007 0.4977
C 0.8503 -0.6964 0.0701
C 2.1505 -0.3489 -0.2441
H -1.8976 0.6864 -0.6408
H -0.3975 1.6319 -0.6037
H -1.4849 1.5733 0.8259
H -0.9420 -0.8755 1.1211
H 0.5551 -1.7558 -0.0067
H 2.5730 -1.0180 -1.0163
```

Summary:
Kohn-Sham gap (alpha / beta): 7.4 / 8.0 eV
2S+1: 1
Energy: -4240.22153 eV
Total charge: 0
HOMO level (alpha / beta): -7.94 / -8.58 eV
LUMO (alpha / beta): -0.537 / -0.543 eV
Relative energy (zero: lowest compared OMol25 entry of this formula, charge and spin): 86.23 kcal/mol